DFT (ωB97M-V/def2-TZVPD) results for a gas-phase ion, C6H13N2O3 (charge -1) at a distorted geometry.

SMILES = CN(C)N(C)[C@@]1(O)O[C@]1(C)[O-]
HOMO level = -3.828 eV
E_LUMO = 0.134 Eh
Relative energy (zero: lowest compared OMol25 entry of this formula, charge and spin) = 182.9 kJ/mol
Charge = -1
HOMO-LUMO gap = 7.49 eV

CARTESIAN COORDINATES (ANGSTROEM)
C: -1.2966 0.3683 -0.3155
C: 0.0576 2.4874 -1.2328
C: 0.5999 -1.7053 -0.7060
C: 1.8020 0.0859 0.4137
C: -1.3284 -0.9038 1.6867
C: -1.1911 1.5290 -1.2027
N: 0.6764 -0.7957 0.4617
N: -0.5037 -0.1716 0.7571
O: -1.9030 1.6022 0.0493
O: -2.2590 -0.5203 -0.8998
O: -1.7781 1.4080 -2.3699
H: 0.6569 1.9869 -1.9686
H: -0.2346 3.3777 -1.5810
H: 0.6963 2.2632 -0.3241
H: 0.9911 -2.6113 -0.3003
H: -0.4436 -1.7460 -1.0535
H: 1.1570 -1.3329 -1.5351
H: 2.6802 -0.4546 0.5445
H: 1.9929 0.6223 -0.6693
H: 1.7001 0.8569 1.0638
H: -2.2935 -0.3798 1.7875
H: -1.7442 -1.9025 1.2335
H: -0.7251 -1.0182 2.5410
H: -2.4153 -0.0010 -1.7634

Atoms 1-6, force components in eV/Å:
-1.31 -0.58 0.41
0.78 -6.08 2.12
-0.83 0.58 1.19
-0.37 -0.01 -4.78
-1.84 -1.29 -2.32
2.53 1.37 -1.69

---

DFT (ωB97M-V/def2-TZVPD) results for 2 unconnected molecules or ions with the total composition C4H12 at a distorted geometry.

SMILES = CC.CC
HOMO level = -11.000 eV
E_LUMO = 0.044 Eh
Relative energy (zero: lowest compared OMol25 entry of this formula, charge and spin) = 45.9 kJ/mol
HOMO-LUMO gap = 12.18 eV

CARTESIAN COORDINATES (ANGSTROEM)
C: 1.0170 1.6143 -0.4497
C: -0.1320 1.5054 -1.4175
H: 1.2066 2.5482 0.0736
H: 0.9617 0.8327 0.3298
H: 1.9878 1.2109 -0.7623
H: -0.2195 2.4240 -2.0011
H: -1.0977 1.4599 -0.8998
H: -0.0542 0.6439 -2.0749
C: -0.7683 -1.9811 0.3898
C: -0.1515 -1.0410 1.4262
H: -0.6964 -3.0017 0.7699
H: -1.8246 -1.7442 0.2357
H: -0.3130 -1.9512 -0.6008
H: -0.4862 -0.0128 1.3465
H: 0.9241 -1.0651 1.2216
H: -0.3537 -1.4423 2.4129

Atoms 1-6, force components in eV/Å:
1.29 -1.92 1.45
-0.44 0.86 0.06
-0.33 0.21 -0.29
-0.78 0.71 0.06
0.04 0.80 -1.14
0.17 -0.19 -0.36

---

DFT (ωB97M-V/def2-TZVPD) results for a molecular structure, C49H39CsN8O2P2S3Se2 at a distorted geometry.

HOMO level = -2.393 eV
E_LUMO = 0.135 Eh
Relative energy (zero: lowest compared OMol25 entry of this formula, charge and spin) = 22.8 kJ/mol
Charge = -2
HOMO-LUMO gap = 6.06 eV

CARTESIAN COORDINATES (ANGSTROEM)
Cs: -1.0607 -1.6496 0.7124
C: -1.1646 2.8477 6.0616
S: 0.1368 1.6568 5.6888
C: -0.5902 0.7269 4.3548
S: 0.4972 0.0324 3.2749
N: -1.8975 0.6225 4.4225
N: -2.4924 0.0861 3.3091
C: -3.5308 -0.6041 3.5825
C: -4.4398 -1.1166 2.5458
C: -5.6633 -1.6739 2.9330
C: -6.5450 -2.1182 1.9650
C: -6.1913 -2.0058 0.6286
C: -4.9493 -1.4604 0.3299
N: -4.1000 -1.0236 1.2534
H: -0.7515 3.5200 6.8164
H: -2.0613 2.3604 6.4427
H: -1.4103 3.4147 5.1635
H: -3.8151 -0.7874 4.6201
H: -5.9058 -1.7460 3.9863
H: -7.4969 -2.5509 2.2489
H: -6.8433 -2.3471 -0.1654
H: -4.6073 -1.3841 -0.6993
O: -1.9797 -4.0594 1.3718
S: -2.0398 -4.7832 0.1160
O: -0.9667 -5.7203 -0.1487
N: -2.3236 -3.7177 -0.9884
C: -2.3033 -3.9598 -2.3367
C: -2.2485 -5.1846 -2.9891
C: -2.2493 -5.2670 -4.3955
C: -2.2889 -4.1538 -5.1877
C: -2.3287 -2.8755 -4.5761
C: -2.3256 -1.6705 -5.3120
C: -2.3362 -0.4709 -4.6580
C: -2.3710 -0.4659 -3.2478
N: -2.3903 -1.5630 -2.5317
C: -2.3517 -2.7659 -3.1637
C: -3.5139 -5.8080 0.2589
C: -3.4048 -7.1840 0.3927
C: -4.5539 -7.9544 0.5374
C: -5.8033 -7.3460 0.5459
C: -5.9048 -5.9654 0.4077
C: -4.7602 -5.1964 0.2614
H: -2.1754 -6.0918 -2.4031
H: -2.2052 -6.2498 -4.8522
H: -2.2704 -4.2267 -6.2698
H: -2.2994 -1.7197 -6.3956
H: -2.3146 0.4694 -5.1947
H: -2.3721 0.4715 -2.6973
H: -2.4189 -7.6333 0.3784
H: -4.4715 -9.0297 0.6428
H: -6.6986 -7.9474 0.6587
H: -6.8767 -5.4853 0.4153
H: -4.8195 -4.1207 0.1541
Se: 4.0845 4.4408 -0.6431
P: 4.3590 2.3764 -0.3290
C: 4.9985 1.9915 1.3346
C: 5.2837 3.0039 2.2399
C: 5.7216 2.6849 3.5206
C: 5.8722 1.3570 3.8932
C: 5.5857 0.3421 2.9883
C: 5.1454 0.6537 1.7091
C: 5.6157 1.7260 -1.4745
C: 5.2600 1.5235 -2.8060
C: 6.2095 1.1071 -3.7248
C: 7.5229 0.8929 -3.3220
C: 7.8822 1.0978 -1.9987
C: 6.9300 1.5147 -1.0745
C: 2.9799 1.2709 -0.5535
C: 1.5796 1.3430 -0.4427
N: 1.1208 0.1004 -0.6770
N: 2.1550 -0.6956 -0.9138
N: 3.2854 -0.0145 -0.8465
P: 0.3567 2.6489 -0.2772
Se: -1.6643 2.0330 -0.2027
C: 0.6329 3.6626 -1.7661
C: 0.7811 5.0437 -1.7623
C: 0.9202 5.7313 -2.9610
C: 0.9249 5.0442 -4.1667
C: 0.7869 3.6618 -4.1749
C: 0.6367 2.9728 -2.9788
C: 0.7481 3.6311 1.1941
C: 1.6770 3.1769 2.1229
C: 1.8822 3.8811 3.3036
C: 1.1745 5.0460 3.5502
C: 0.2302 5.4944 2.6323
C: 0.0013 4.7768 1.4683
H: 5.1392 4.0344 1.9365
H: 5.9261 3.4763 4.2317
H: 6.1944 1.1092 4.8978
H: 5.6791 -0.6948 3.2856
H: 4.8839 -0.1311 1.0083
H: 4.2328 1.6841 -3.1107
H: 5.9238 0.9401 -4.7560
H: 8.2629 0.5607 -4.0412
H: 8.9035 0.9287 -1.6789
H: 7.2113 1.6703 -0.0405
H: 0.8223 5.5810 -0.8248
H: 1.0486 6.8076 -2.9484
H: 1.0454 5.5833 -5.0996
H: 0.7965 3.1169 -5.1117
H: 0.5224 1.8941 -2.9782
H: 2.2024 2.2458 1.9630
H: 2.5765 3.4908 4.0366
H: 1.3313 5.5911 4.4755
H: -0.3498 6.3862 2.8386
H: -0.7842 5.0801 0.7868

Atoms 1-6, force components in eV/Å:
0.52 1.56 -0.13
-0.05 -0.02 0.07
0.10 0.09 -0.02
-0.59 -0.14 0.03
0.38 -0.05 0.05
0.40 0.16 -0.16

---

DFT (ωB97M-V/def2-TZVPD) results for a single C4H9NO3 molecule at a distorted geometry.

SMILES = C[C@@H](O)[C@H](N)C(=O)O
HOMO level = -10.320 eV
E_LUMO = 0.021 Eh
Relative energy (zero: lowest compared OMol25 entry of this formula, charge and spin) = 172.3 kJ/mol
HOMO-LUMO gap = 10.88 eV

CARTESIAN COORDINATES (ANGSTROEM)
C: -0.5758 0.7258 -0.1595
C: 0.4469 1.4870 0.7065
C: -0.6236 -0.8446 0.1821
C: 0.7323 -1.5600 0.2699
H: -0.8144 1.2881 -2.1469
H: -0.5114 -0.2250 -1.9481
H: -1.4411 1.3964 0.0996
H: -1.2223 -1.2923 -0.6213
H: -0.9891 -0.2353 1.9557
H: 1.5026 -0.9186 0.5921
H: 0.7079 -2.4979 0.8365
H: 1.2266 -2.0048 -0.6180
H: 1.2883 1.4361 -0.9164
N: -0.2606 0.7055 -1.5973
O: 0.1979 1.7250 1.8708
O: -1.1212 -1.1312 1.5089
O: 1.4569 1.9457 -0.0146

Atoms 1-6, force components in eV/Å:
-0.28 -0.88 0.24
-0.59 0.05 -0.19
0.37 -0.06 1.48
0.81 -1.25 -2.10
-0.96 1.68 -0.76
0.59 0.40 0.07

---

DFT (ωB97M-V/def2-TZVPD) results for a molecular structure, C8H22N5O3Pt at a distorted geometry.

HOMO level = -11.342 eV
E_LUMO = -0.101 Eh
Charge = +1
HOMO-LUMO gap = 8.59 eV

CARTESIAN COORDINATES (ANGSTROEM)
Pt: 1.0340 -0.2260 0.7592
N: -0.5667 -1.6513 1.1316
C: -1.9692 -1.4551 1.6040
C: -2.7396 -0.4205 0.7797
C: -3.0665 0.8769 1.5240
C: -1.8688 1.5907 2.1215
N: -0.8288 1.7930 1.1092
H: -0.6091 -2.0214 0.1839
H: -0.1414 -2.3848 1.6906
H: -1.9323 -1.1698 2.6553
H: -2.4718 -2.4225 1.5523
H: -3.6852 -0.8593 0.4588
H: -2.1766 -0.2113 -0.1340
H: -3.7754 0.6619 2.3275
H: -3.5814 1.5553 0.8382
H: -1.4425 0.9925 2.9348
H: -2.2041 2.5307 2.5681
H: -0.2668 2.6063 1.3324
H: -1.2475 1.9857 0.2051
N: 1.9573 -0.2759 2.5696
N: 3.3499 -0.3547 2.2976
C: 3.7991 0.1887 1.0681
O: 4.9668 0.4192 0.9206
O: 2.8564 0.3571 0.1714
H: 1.7453 0.5659 3.1061
H: 1.6779 -1.0786 3.1260
H: 3.9629 -0.2204 3.0882
C: 1.7615 0.3236 -4.3942
N: 0.8098 -0.0911 -3.3552
C: -0.4723 -0.6949 -3.7125
C: 1.1133 0.0848 -2.0938
O: 0.3188 -0.2367 -1.1656
H: 1.4570 -0.1153 -5.3389
H: 2.7598 -0.0337 -4.1529
H: 1.7751 1.4073 -4.4982
H: -0.5946 -0.6472 -4.7894
H: -1.2886 -0.1568 -3.2336
H: -0.5016 -1.7359 -3.3917
H: 2.0861 0.5236 -1.8639

Atoms 1-6, force components in eV/Å:
0.18 -1.27 -0.08
-0.02 0.54 -0.06
-0.05 0.05 0.06
0.02 -0.02 -0.03
-0.04 -0.07 0.07
0.04 0.02 -0.02

---

DFT (ωB97M-V/def2-TZVPD) results for 2 unconnected molecules or ions with the total composition C9H11O2 at a distorted geometry.

HOMO level = -3.884 eV
E_LUMO = 0.116 Eh
Relative energy (zero: lowest compared OMol25 entry of this formula, charge and spin) = 60.2 kJ/mol
Charge = -1
HOMO-LUMO gap = 7.04 eV

CARTESIAN COORDINATES (ANGSTROEM)
C: 1.7685 -2.8572 0.2687
C: 0.3206 0.5297 -0.6173
C: 0.7236 -0.7982 -0.7277
C: 0.9264 1.3383 0.3450
C: 1.5414 -1.3712 0.2360
C: 1.7171 0.7725 1.3453
C: 2.1552 -0.5507 1.1751
H: -0.4494 0.8669 -1.2914
H: 0.3134 -1.4578 -1.4887
H: 0.4958 2.3320 0.3947
H: 2.0954 1.4999 2.0537
H: 0.8244 -3.3368 0.5380
H: 2.5823 -3.1569 0.9269
H: 2.8752 -0.9341 1.8844
H: 2.0271 -3.2285 -0.7284
C: -2.9121 0.8300 -0.7393
C: -2.6894 2.3460 -0.4797
O: -3.5062 2.8390 0.3351
O: -1.6861 2.9394 -0.9583
H: -2.8849 0.5850 -1.7991
H: -3.9638 0.6197 -0.5335
H: -2.2745 0.1931 -0.1394

Atoms 1-6, force components in eV/Å:
0.02 -0.01 -0.76
1.04 -0.85 -0.53
-0.60 -0.16 0.53
-1.89 -0.38 0.38
1.10 0.08 -0.01
0.71 0.66 -1.91